12
Properties=species:S:1:pos:R:3:nbo_charge:R:1 method="wB97M-V/def2-TZVPD" de_lowest_kcal_mol=36.09 homo_energy_ev=-7.77 lumo_energy_ha=0.02491 homo_lumo_gap_ev=8.45 smiles=Nc1occc1S
N -0.68977 2.05403 0.04926 -0.8044
C -0.66528 0.73519 0.01339 0.4659
O -1.91510 0.01225 0.07761 -0.4410
C -1.54712 -1.32622 0.06279 0.0739
C -0.19521 -1.55222 -0.03800 -0.2968
C 0.32424 -0.23317 -0.06874 -0.3472
S 2.10553 -0.06570 -0.06013 -0.0407
H 0.18352 2.43919 -0.34290 0.4062
H -1.55784 2.44271 -0.46248 0.4016
H -2.37805 -2.03735 -0.22682 0.2032
H 0.36945 -2.43321 -0.07136 0.2401
H 2.34387 0.42223 1.28318 0.1391

12
Properties=species:S:1:pos:R:3:nbo_charge:R:1 method="wB97M-V/def2-TZVPD" de_lowest_kcal_mol=75.83 homo_energy_ev=-8.15 lumo_energy_ha=-0.02599 homo_lumo_gap_ev=7.45
C 1.18588 -1.12689 -0.98960 0.0051
C 0.94993 -0.03511 -0.08697 -0.3055
C -0.94372 0.13733 0.36077 0.6531
C -1.11868 1.41047 1.06608 -0.7918
N 0.55087 -2.21347 -0.82862 -0.5575
O -1.58710 -0.72437 -0.10357 -0.4580
S 1.98906 0.99055 0.42352 0.1346
H 1.79394 -0.97531 -1.91688 0.1701
H -1.31978 1.61497 2.15852 0.2782
H -0.18821 1.99573 1.03180 0.2638
H -1.91949 1.86017 0.42098 0.2581
H 0.60730 -2.93408 -1.53605 0.3500

13
Properties=species:S:1:pos:R:3:nbo_charge:R:1 method="wB97M-V/def2-TZVPD" de_lowest_kcal_mol=100.51 homo_energy_ev=-8.87 lumo_energy_ha=-0.00284 homo_lumo_gap_ev=8.79 smiles="CSn1ccc(=S)o1"
C -1.47018 -1.02770 -1.07728 -0.8423
S 0.24428 -1.10374 -1.73005 0.4633
N 1.05136 -0.08228 -0.72088 -0.2957
C 1.08013 -0.54783 0.61138 -0.0419
C 1.00309 0.56421 1.33186 -0.3291
C 0.43393 1.73208 0.52633 0.1911
S -0.35552 3.09401 1.02810 -0.0891
O 0.59688 1.28005 -0.68845 -0.3238
H -2.08121 -1.92169 -1.46604 0.2609
H -1.88589 0.13274 -1.10603 0.2630
H -1.40795 -1.20657 0.19151 0.2223
H 1.42254 -1.65618 0.69309 0.2724
H 1.36854 0.74290 2.40647 0.2489

13
Properties=species:S:1:pos:R:3:nbo_charge:R:1 method="wB97M-V/def2-TZVPD" de_lowest_kcal_mol=72.27 homo_energy_ev=-9.07 lumo_energy_ha=-0.07193 homo_lumo_gap_ev=7.11 smiles="CNC(=O)C(=S)C=S"
C -0.27191 -0.43224 -2.37381 -0.4216
N -0.83587 -1.12975 -1.15922 -0.6033
C -0.40617 -1.10958 0.13710 0.5907
O -1.03188 -1.58232 1.16687 -0.5879
C 0.67199 -0.13924 0.28098 -0.2572
S 2.25043 -0.10090 0.01501 0.1836
C 0.14591 1.10290 0.86850 -0.3688
S -1.34219 1.66875 0.82993 0.1594
H 0.20414 -1.31678 -3.18530 0.2090
H -1.24159 0.17506 -2.72161 0.2286
H 0.57137 0.17442 -2.23604 0.2159
H -1.57808 -1.86629 -1.50734 0.4226
H 0.77952 1.78381 1.43417 0.2291

13
Properties=species:S:1:pos:R:3:nbo_charge:R:1 method="wB97M-V/def2-TZVPD" de_lowest_kcal_mol=94.29 homo_energy_ev=-9.54 lumo_energy_ha=-0.06622 homo_lumo_gap_ev=7.74 smiles="N#C[C@H](CO)SC=S"
N -0.01660 2.40557 -0.62721 -0.3070
C 0.14496 1.28967 -0.15348 0.2475
C 0.13665 -0.09926 0.30449 -0.4713
C 1.58907 -0.35980 0.66496 -0.0265
O 2.37673 -0.67967 -0.28908 -0.6601
S -1.02335 -1.18153 -0.70629 0.2331
C -2.30471 -0.00623 -0.75966 -0.4905
S -3.55382 -0.06531 0.39124 0.1485
H -0.43509 0.08804 1.25932 0.2714
H 1.56872 -1.15658 1.26264 0.1541
H 1.92129 0.56628 1.23949 0.1915
H 1.80481 -1.25922 -0.76585 0.4642
H -2.20867 0.45804 -1.82058 0.2450

11
Properties=species:S:1:pos:R:3:nbo_charge:R:1 method="wB97M-V/def2-TZVPD" de_lowest_kcal_mol=106.04 homo_energy_ev=-8.44 lumo_energy_ha=0.03065 homo_lumo_gap_ev=9.28 smiles="C#CCSN=C"
C 0.78701 -0.06767 1.57320 -0.1524
C 1.58111 -0.34800 0.72146 -0.0700
C 1.62538 -0.55637 -0.72094 -0.5544
S 0.30090 0.75306 -1.08113 0.3764
N -0.91786 0.14566 -0.10186 -0.5676
C -2.12673 0.45705 -0.26751 -0.0634
H 0.44401 -0.01840 2.47888 0.1935
H 2.44741 -0.02846 -1.19079 0.2429
H 1.28121 -1.56376 -1.05465 0.2545
H -2.69936 0.01818 0.54879 0.1685
H -2.72309 1.20870 -0.90544 0.1719

11
Properties=species:S:1:pos:R:3:nbo_charge:R:1 method="wB97M-V/def2-TZVPD" de_lowest_kcal_mol=88.65 homo_energy_ev=-8.56 lumo_energy_ha=-0.00422 homo_lumo_gap_ev=8.45 smiles="C=C1CN1C=S"
C 0.96472 -1.57990 0.04398 -0.4521
C 0.24798 -0.51237 -0.08922 0.2068
C -0.02629 0.88883 -0.10071 -0.2334
N -1.08990 -0.09032 -0.07537 -0.4187
C -2.37911 0.25754 0.23873 -0.0541
S -3.92967 -0.25363 -0.06309 -0.0649
H 2.00619 -1.64338 0.25697 0.2268
H 0.43594 -2.54443 0.29028 0.2249
H 0.11365 1.28795 0.81395 0.1903
H 0.24149 1.61712 -0.98594 0.2093
H -2.33967 1.23470 0.62149 0.1651

12
Properties=species:S:1:pos:R:3:nbo_charge:R:1 method="wB97M-V/def2-TZVPD" de_lowest_kcal_mol=46.36 homo_energy_ev=-8.11 lumo_energy_ha=-0.01106 homo_lumo_gap_ev=7.81 smiles="C=C1CSNC1=S"
C 1.01654 1.46268 -0.00626 -0.2751
C 0.26622 0.40531 -0.11791 -0.1372
C -1.32002 0.46235 0.12801 -0.5291
S -1.95359 -1.29711 -0.01053 0.4097
N -0.33922 -1.79163 -0.06395 -0.7246
C 0.72113 -0.93152 -0.08955 0.0965
S 2.34603 -1.40618 0.06467 -0.2000
H 2.15683 1.51393 -0.32982 0.2448
H 0.56845 2.47770 0.06448 0.2009
H -1.80478 1.14653 -0.65114 0.2396
H -1.65094 0.75846 1.07920 0.2290
H -0.00665 -2.80054 -0.06722 0.4453

12
Properties=species:S:1:pos:R:3:nbo_charge:R:1 method="wB97M-V/def2-TZVPD" de_lowest_kcal_mol=101.15 homo_energy_ev=-8.55 lumo_energy_ha=-0.00877 homo_lumo_gap_ev=8.32
C -1.10443 -0.07446 -0.56685 0.2752
C 1.81318 -0.18330 0.11043 -0.4033
C -1.03487 -0.68425 0.76553 -0.5070
C -0.22413 0.51180 0.39454 -0.2304
N -1.62483 -0.13373 -1.69772 -0.5935
S 2.02759 -1.75092 0.26480 0.0988
S 2.77693 1.16711 -0.19571 0.1744
H -1.84956 -0.59315 1.47150 0.2353
H -0.49870 -1.63036 0.84861 0.2458
H -0.12294 1.47985 0.83755 0.2316
H -1.30160 0.55937 -2.37183 0.3448
H 3.96531 0.54875 -0.31420 0.1282

10
Properties=species:S:1:pos:R:3:nbo_charge:R:1 method="wB97M-V/def2-TZVPD" de_lowest_kcal_mol=54.63 homo_energy_ev=-15.86 lumo_energy_ha=-0.29703 homo_lumo_gap_ev=7.77 charge=+1
C 0.25915 -0.99979 -0.04262 0.0025
C -0.88988 -0.22547 0.00992 -0.3155
C 1.60982 -0.37601 -0.09365 0.3741
C -0.99617 1.14859 -0.12835 0.0974
O 1.74778 0.77108 -0.01569 -0.3836
H 0.09141 -2.06329 0.14991 0.2550
H -1.74138 -0.64872 0.35837 0.2801
H 2.34948 -1.15384 -0.20342 0.1693
H -0.72630 1.98972 -0.78713 0.2732
H -1.70392 1.55774 0.75266 0.2474

11
Properties=species:S:1:pos:R:3:nbo_charge:R:1 method="wB97M-V/def2-TZVPD" de_lowest_kcal_mol=15.27 homo_energy_ev=-15.41 lumo_energy_ha=-0.19629 homo_lumo_gap_ev=10.07 charge=+1
C -1.36508 -0.16668 0.35924 0.4445
C 1.35844 1.85918 0.22573 0.9713
C -0.09443 -0.00056 -0.45193 -0.4872
C 0.96215 0.58500 0.53019 -0.6932
O 1.64879 2.91012 -0.03118 -0.2212
O -1.40697 0.17638 1.50293 -0.4738
H -2.21062 -0.59943 -0.18209 0.1776
H 0.22525 -0.97081 -0.84011 0.2828
H -0.29619 0.64317 -1.31188 0.2661
H 1.83080 -0.06812 0.68413 0.3467
H 0.36327 0.60966 1.50158 0.3864

12
Properties=species:S:1:pos:R:3:nbo_charge:R:1 method="wB97M-V/def2-TZVPD" de_lowest_kcal_mol=90.86 homo_energy_ev=-3.10 lumo_energy_ha=0.14200 homo_lumo_gap_ev=6.97 charge=-1
C -0.41121 0.41319 0.84634 -0.3226
C 0.27928 0.61679 -0.27428 -0.1925
C -0.57458 -1.06532 0.99726 -0.4562
C 0.21883 -1.48592 -0.25607 -0.3923
O -0.48106 2.71185 -1.58642 -1.0354
O 1.86194 2.00037 -1.96510 -1.0377
S 0.79497 2.26156 -0.96480 1.5139
H -0.80673 1.16233 1.53030 0.1812
H -0.14275 -1.46778 1.92501 0.1799
H -1.62105 -1.39301 0.95324 0.1847
H -0.32980 -1.88254 -1.09135 0.1888
H 1.21216 -1.87151 -0.11412 0.1881

12
Properties=species:S:1:pos:R:3:nbo_charge:R:1 method="wB97M-V/def2-TZVPD" de_lowest_kcal_mol=30.41 s2=3.77 homo_energy_ev="-11.00 / -12.53" lumo_energy_ha="-0.14592 / -0.20647" homo_lumo_gap_ev="7.03 / 6.91" spin_multiplicity=4 charge=+1
O -1.67891 -2.17256 -0.43787 -0.6839
C -1.10209 -0.94177 -0.82930 -0.1153
H -1.16394 -2.09631 0.63719 0.4659
H -1.76451 -0.13512 -1.19896 0.1815
H -0.34521 -1.21877 -1.58778 0.1818
C -0.46253 -0.45931 0.46087 -0.1944
C 0.15884 0.84530 0.42070 -0.5512
C 1.14851 1.23770 1.21974 0.7269
O 2.20071 1.56843 1.61689 -0.4900
Tm 4.11140 2.38079 -1.46195 0.9960
H -0.92887 -0.62954 1.43813 0.2183
H -0.17342 1.62116 -0.27767 0.2643

12
Properties=species:S:1:pos:R:3:nbo_charge:R:1 method="wB97M-V/def2-TZVPD" de_lowest_kcal_mol=28.26 s2=3.83 homo_energy_ev="-11.33 / -11.38" lumo_energy_ha="-0.22334 / -0.22319" homo_lumo_gap_ev="5.25 / 5.31" spin_multiplicity=4 charge=+1
O -2.65417 0.65821 -0.58383 -0.6087
C -1.60426 0.88003 0.19166 0.3005
C -0.98014 -0.35745 0.42966 -0.5444
C 0.49546 -0.46723 0.43176 -0.2233
C 1.28515 -0.03831 -0.57298 0.0902
O 2.60568 -0.10909 -0.62357 -0.7146
V 3.93786 -0.41862 0.36081 1.3589
H -0.98852 1.73201 -0.13070 0.1892
H -1.48037 -0.93446 1.22046 0.2590
H 0.97130 -0.86121 1.33700 0.1813
H 0.82217 0.44437 -1.44799 0.1976
H -2.41017 -0.52825 -0.61229 0.5144

12
Properties=species:S:1:pos:R:3:nbo_charge:R:1 method="wB97M-V/def2-TZVPD" de_lowest_kcal_mol=22.95 homo_energy_ev="-13.57 / -12.84" lumo_energy_ha="-0.21302 / -0.21320" homo_lumo_gap_ev="7.78 / 7.04" charge=+1
C -1.72871 0.30200 0.11965 -0.2234
C -0.31054 0.49018 -0.25662 0.3765
C 0.53205 -0.53797 0.11765 -0.5527
C 1.92085 -0.50623 0.19567 0.5414
O 2.72503 0.02984 -0.63873 -0.8612
Zn 4.25527 0.28212 -1.08909 0.9752
H -1.81542 -0.12296 1.14042 0.2192
H -2.17088 -0.45882 -0.55565 0.2216
H 0.06057 -1.42454 -0.45764 0.3135
H 2.37440 -0.91203 1.11603 0.1929
O -2.46139 1.51728 0.04588 -0.6904
H -3.38124 1.34112 0.26243 0.4874

14
Properties=species:S:1:pos:R:3:nbo_charge:R:1 method="wB97M-V/def2-TZVPD" de_lowest_kcal_mol=57.77 homo_energy_ev="-2.04 / -2.04" lumo_energy_ha="0.12294 / 0.12294" homo_lumo_gap_ev="5.39 / 5.39" charge=-1 smiles="O=C(CO)O/C(O)=C/[O-]"
O -0.28238 1.74160 -0.09728 -0.6922
C -0.23194 0.49615 -0.19504 0.6991
C -1.46825 -0.33071 -0.29191 -0.1782
O -2.45324 0.42759 0.52520 -0.7527
O 0.85690 -0.22379 -0.29177 -0.4451
C 2.18304 0.23653 -0.16090 0.2564
O 2.34269 1.63890 -0.13313 -0.7274
C 3.27642 -0.61410 0.00280 0.1625
O 4.44460 -0.19266 0.28879 -0.7640
H -1.98280 -0.37579 -1.26517 0.2002
H -1.42966 -1.20580 0.40065 0.2170
H -2.13608 1.32146 0.48554 0.4788
H 1.32085 1.78446 -0.16701 0.4730
H 2.96552 -1.71896 -0.00918 0.0726

16
Properties=species:S:1:pos:R:3:nbo_charge:R:1 method="wB97M-V/def2-TZVPD" de_lowest_kcal_mol=38.50 homo_energy_ev="-3.99 / -3.99" lumo_energy_ha="0.10751 / 0.10752" homo_lumo_gap_ev="6.92 / 6.92" charge=-1
C -1.83139 -0.75373 0.96513 0.7732
C -0.07790 -1.70335 0.50356 -0.1970
C -0.75370 -0.46871 -0.03514 -0.2679
C -0.14323 0.94555 -0.12817 -0.6252
O 1.49007 -0.75436 3.58103 -0.9175
O -2.94790 -0.33858 1.08673 -0.5882
O 2.55117 -2.59381 2.35389 -0.9233
O 2.78727 -0.25593 1.54093 -0.9322
O -1.25991 -1.89272 1.46594 -0.5225
S -1.52075 -0.37400 -1.79700 -0.1189
S 2.09718 -1.23013 2.36813 2.3618
H 0.14857 -2.52049 -0.12035 0.1707
H -1.07544 1.55367 -0.41808 0.2210
H 0.53911 0.97972 -0.94563 0.2102
H 0.42671 1.30557 0.75268 0.2370
H -2.45170 -1.32991 -1.65224 0.1188

11
Properties=species:S:1:pos:R:3:nbo_charge:R:1 method="wB97M-V/def2-TZVPD" de_lowest_kcal_mol=0.00 s2=6.04 homo_energy_ev="-18.97 / -19.28" lumo_energy_ha="-0.36999 / -0.47369" homo_lumo_gap_ev="8.90 / 6.39" spin_multiplicity=5 charge=+2
H 1.46166 -1.55992 0.92973 0.2944
C -1.90004 0.60251 -0.57376 -0.0506
C -0.87463 0.35449 0.25517 -0.2330
C 0.02668 -0.79277 0.16035 -0.0642
C 1.39686 -0.66808 0.14540 0.1714
O 2.04707 0.41605 0.48302 -0.5549
Rh 3.52553 0.87337 -0.33563 1.3928
H -2.17064 -0.09686 -1.36995 0.2342
H -0.62340 1.10561 1.01173 0.2588
H -2.52037 1.49333 -0.45846 0.2599
H -0.36871 -1.72773 -0.24759 0.2913

11
Properties=species:S:1:pos:R:3:nbo_charge:R:1 method="wB97M-V/def2-TZVPD" de_lowest_kcal_mol=76.33 homo_energy_ev="-9.06 / -8.75" lumo_energy_ha="-0.04716 / -0.04915" homo_lumo_gap_ev="7.77 / 7.42"
C -2.09046 0.12140 -0.49504 -0.2535
C -0.69272 0.56659 -0.36895 -0.3790
C -2.29183 -1.18001 -0.21417 -0.4070
C 0.13172 -0.55889 -0.21575 -0.1062
P 3.30871 -0.72922 -0.13084 0.1391
S -0.74608 -1.99803 0.09666 0.3629
H -2.92692 0.71509 -0.82346 0.2269
H -0.23011 1.49067 -0.39961 0.2313
H -3.30664 -1.64225 -0.33473 0.2483
H 3.57035 -1.98370 -0.78721 -0.0419
H 3.00183 -1.63624 1.08581 -0.0209

11
Properties=species:S:1:pos:R:3:nbo_charge:R:1 method="wB97M-V/def2-TZVPD" de_lowest_kcal_mol=50.71 s2=2.03 homo_energy_ev="-5.99 / -8.27" lumo_energy_ha="-0.00347 / -0.11330" homo_lumo_gap_ev="5.89 / 5.19" spin_multiplicity=3
C 0.36179 -0.31070 0.72920 -0.4892
C 0.25169 0.54291 -0.28420 -0.1273
C -1.60052 -2.66204 1.30331 -0.7867
C 0.95756 1.76769 -0.68282 -0.6741
P -1.07968 -1.39090 0.49934 0.7320
S -1.02489 -0.02002 -1.36398 0.1429
H 0.95996 -0.47901 1.66272 0.2619
H -2.10154 -3.31661 0.62174 0.1998
H 1.76397 1.91190 0.05484 0.2349
H 0.13788 2.47848 -0.80318 0.2510
H 1.37378 1.47831 -1.73697 0.2548

Number 1: DFT total energy -18600.3541 eV. Number 2: DFT total energy -18598.6304 eV. Number 3: DFT total energy -29432.7357 eV. Number 4: DFT total energy -29433.9601 eV. Number 5: DFT total energy -29433.0053 eV. Number 6: DFT total energy -16549.4665 eV. Number 7: DFT total energy -16550.2209 eV. Number 8: DFT total energy -27387.7054 eV. Number 9: DFT total energy -27385.3294 eV. Number 10: DFT total energy -6264.9125 eV. Number 11: DFT total energy -8315.0367 eV. Number 12: DFT total energy -19156.6031 eV. Number 13: DFT total energy -37839.2446 eV. Number 14: DFT total energy -33997.8139 eV. Number 15: DFT total energy -56727.5466 eV. Number 16: DFT total energy -14465.1868 eV. Number 17: DFT total energy -36135.6604 eV. Number 18: DFT total energy -9257.2748 eV. Number 19: DFT total energy -24347.9904 eV. Number 20: DFT total energy -24345.6351 eV.